Record 1
{"formula": "C47H114N6O10", "method": "ωB97M-V/def2-TZVPD", "max_force_ha_per_bohr": 0.06998, "gap_ev": 8.54, "molar_mass_g_mol": 923.46, "smiles": "CC1(C)CCCC(C)(C)N1O.CC1(C)CCCC(C)(C)N1O.CC1(C)CCCC(C)(C)N1O.COC[C@H](C)N.COC[C@H](C)N.COC[C@H](C)N.CCO.CCO.CCO.CCO", "charge": 0, "e_lumo_ev": 0.508, "total_energy_ev": -79994.844, "elements": ["H", "H", "H", "H", "H", "H", "H", "H", "H", "H", "H", "C", "H", "H", "H", "C", "H", "H", "H", "C", "C", "H", "H", "H", "C", "H", "H", "N", "H", "H", "N", "C", "C", "H", "N", "H", "H", "H", "H", "H", "C", "C", "H", "O", "H", "C", "H", "H", "H", "C", "H", "H", "C", "C", "H", "H", "H", "O", "H", "H", "H", "C", "N", "C", "O", "H", "H", "C", "H", "H", "H", "H", "H", "H", "H", "H", "H", "H", "H", "C", "H", "H", "C", "C", "H", "H", "C", "H", "H", "O", "H", "C", "C", "H", "N", "H", "H", "H", "C", "H", "H", "H", "C", "C", "C", "H", "H", "C", "C", "C", "H", "H", "H", "C", "H", "H", "C", "C", "H", "C", "O", "O", "C", "O", "H", "H", "H", "H", "H", "H", "H", "C", "H", "H", "H", "C", "H", "O", "C", "H", "C", "H", "H", "H", "H", "C", "H", "C", "H", "H", "H", "N", "C", "H", "H", "H", "H", "H", "C", "H", "O", "H", "H", "H", "H", "C", "H", "H", "C", "H", "C", "H", "O", "H", "H", "C", "C"], "coordinates": [[4.15, 1.70, 1.67], [5.15, 1.70, 0.21], [3.55, 5.93, -0.95], [1.15, -1.95, -1.86], [0.32, 0.56, -4.15], [2.73, 0.74, -7.97], [3.56, 4.45, 2.25], [-2.97, 3.64, 1.46], [5.06, -3.06, 3.50], [-4.53, -3.12, -0.62], [-1.18, -4.52, 4.39], [4.82, 1.10, 1.06], [-1.87, -1.09, -1.77], [-4.30, -5.92, -4.03], [4.62, -0.90, 4.73], [-5.01, 3.51, -3.41], [-2.85, -1.17, 2.69], [-7.04, 3.03, 4.84], [4.88, 5.91, 1.17], [4.35, -2.66, 1.10], [0.05, 0.91, 1.48], [4.12, -3.72, 1.19], [-6.24, 5.65, 1.45], [-2.73, -4.19, 4.56], [-5.24, 5.39, 1.84], [6.94, -3.33, 0.27], [2.57, 1.19, -2.97], [-2.53, -4.57, 0.44], [-5.24, -4.00, 0.85], [-3.80, 2.23, -4.61], [-1.99, -4.22, 3.86], [-0.72, -0.95, 0.00], [5.78, 0.22, 3.29], [7.48, 1.36, 0.50], [-6.27, 3.28, 2.45], [0.59, -5.66, -2.30], [-7.38, 0.77, 1.86], [-3.69, 1.30, 2.13], [-1.07, 0.81, -3.09], [7.66, -3.25, 1.93], [1.60, -2.86, 3.97], [6.00, 0.38, 1.77], [-1.17, -2.60, -1.36], [3.18, 1.51, -7.61], [-5.39, 3.55, -2.40], [-1.46, 5.74, -1.67], [-5.27, 5.91, 2.79], [1.07, 0.59, 1.68], [6.53, -2.20, 3.67], [-3.73, -5.12, -0.21], [3.14, -6.25, -2.55], [-1.66, 4.92, 0.34], [-3.56, -5.13, -3.91], [5.56, -2.15, 3.15], [-6.44, -0.16, 3.05], [-2.54, -5.46, -4.11], [-4.37, 4.06, -0.31], [-2.79, 6.23, -1.61], [2.44, -5.84, -0.58], [2.41, -3.40, 4.45], [-0.80, 6.55, -2.00], [2.73, -5.24, -2.50], [6.24, -0.92, 1.17], [-7.19, 2.07, 4.35], [-3.58, -4.65, -2.56], [-8.20, 2.02, 3.93], [-0.56, 0.48, 2.28], [-6.17, 2.03, 3.19], [1.63, 2.15, -6.34], [-0.28, -1.30, 4.31], [2.08, 1.99, -0.23], [7.48, -1.08, -0.25], [1.04, -5.47, -3.91], [3.98, 3.21, -5.93], [-1.25, -2.17, 5.45], [2.99, -0.32, -2.01], [4.17, 4.43, -1.40], [-5.67, 0.67, 1.62], [-2.68, -4.61, 1.45], [-3.30, -5.64, -1.60], [-5.76, 3.64, -4.19], [-3.50, 4.18, 3.04], [-5.10, 3.43, 0.20], [-4.79, 1.96, 3.87], [3.84, -4.30, -4.16], [3.87, -0.78, 3.19], [-0.93, 5.47, -0.26], [1.90, -1.83, 4.20], [6.31, -2.72, -2.12], [-3.95, 4.47, -3.56], [-2.42, 1.15, 0.40], [-1.64, -2.83, 3.45], [-1.60, 1.37, -0.28], [-8.02, 3.94, 2.36], [2.67, -4.95, -1.03], [-4.67, 2.69, 4.67], [3.54, -4.64, -0.63], [-3.31, 5.75, -2.27], [-0.94, -1.53, -1.40], [4.15, -2.56, 0.02], [-4.04, -5.99, 0.38], [2.83, 4.48, -0.19], [2.59, 1.62, -6.28], [2.31, 0.16, -2.71], [3.63, -4.15, -3.10], [-5.65, -4.42, -0.78], [1.04, -4.01, -2.89], [5.71, -2.22, 1.62], [5.49, -2.82, -2.83], [4.85, -0.90, 3.67], [0.11, -1.55, -3.20], [4.33, 1.71, -5.05], [-1.62, -1.18, 0.58], [3.54, 2.37, -5.41], [8.16, 0.85, 1.97], [0.26, 2.02, -3.25], [-4.36, 2.16, -3.67], [-6.44, 0.72, 2.41], [-1.41, 4.82, -2.25], [6.75, -3.31, 1.35], [1.32, 2.05, -0.83], [6.54, -0.86, -0.20], [-3.69, 2.14, 2.82], [-7.50, 3.39, 1.77], [3.48, -2.07, 1.39], [-4.68, 0.97, 4.31], [2.42, -0.38, -3.65], [4.14, 0.37, 0.61], [6.34, -4.29, 1.63], [6.64, 0.49, 3.91], [-1.95, 1.27, -1.30], [-0.68, -2.30, 4.53], [-3.65, 1.86, -2.90], [-2.27, -6.02, -1.53], [-3.56, 4.44, -4.44], [0.00, 0.96, -3.18], [-2.72, 2.03, 3.31], [4.79, -3.94, -2.31], [-5.16, 3.86, 1.67], [-3.95, -6.48, -1.88], [1.28, -5.07, -2.91], [-1.66, -5.05, 0.23], [-1.41, 2.43, -0.06], [7.15, 2.27, 1.95], [-6.06, 3.66, -0.26], [-4.82, -4.06, -0.15], [5.70, 4.74, 0.32], [-3.74, 3.51, 2.21], [1.59, -2.96, 2.89], [0.08, 5.06, -0.30], [-7.14, 1.24, 5.06], [0.80, 0.73, -0.81], [3.75, 4.94, -0.54], [-4.83, 2.40, -0.05], [3.03, -3.23, -3.09], [-1.03, -2.89, 2.54], [0.08, -1.45, 0.56], [-3.86, -4.28, -4.50], [0.36, -1.26, -2.17], [2.39, 0.57, -6.01], [0.41, -3.21, 4.63], [-0.03, 1.99, 1.63], [-3.48, -1.85, 4.21], [-4.55, 5.89, 1.15], [4.99, -1.87, -2.62], [0.87, 0.18, -2.17], [-3.68, -2.70, 2.75], [3.05, 2.77, -4.52], [4.69, 4.95, 0.67], [5.10, 1.06, 3.51], [-0.34, 0.53, 0.06], [-0.76, 6.45, 0.20], [4.21, 4.06, 1.67], [-5.07, 1.33, -3.76], [5.89, -2.81, -3.84], [-2.95, -2.08, 3.28], [7.23, 1.25, 1.56]], "mulliken_charge": [0.238, 0.377, 0.411, -0.033, 0.515, 0.328, 0.271, -0.831, 0.487, 0.138, 0.325, -1.672, 0.178, 0.333, 0.490, 0.214, -0.099, 0.495, 0.460, -0.910, -1.702, 0.830, 0.455, 0.268, -2.063, 0.324, 0.074, -0.284, 0.413, 0.424, -0.724, -1.201, -1.708, 0.441, 0.436, 0.391, 0.338, -0.586, 0.176, 0.395, -0.782, 2.472, 0.373, -0.554, -0.075, -0.251, 0.438, -0.025, 0.429, 0.341, 0.539, -0.109, -0.783, -1.554, 0.438, 0.256, 0.354, -0.576, 0.221, 0.313, 0.339, 0.257, 0.386, -2.024, -0.239, 0.412, -0.182, 1.651, 0.167, 0.264, 0.153, 0.362, 0.413, 0.391, 0.394, -0.088, 0.255, 0.295, 0.064, -0.920, 0.269, 0.621, -1.832, -1.606, 0.454, -0.419, -0.513, 0.369, 0.093, -0.468, -0.028, 1.282, -0.719, 0.370, -0.444, 0.413, 0.233, 0.387, -1.185, -0.217, 0.285, -0.098, 0.027, -1.532, 0.119, 0.435, -0.120, 1.740, -0.424, 0.353, 0.500, 0.235, 0.143, -0.849, 0.466, 0.287, -0.696, -1.736, 0.225, -2.101, -0.307, -0.476, 0.392, -0.500, -0.354, 0.332, 0.263, 0.200, 0.450, 0.300, -0.464, -0.703, -0.120, 0.342, 0.247, -1.731, 0.485, -0.380, 1.832, 0.594, -1.080, 0.117, 0.047, 0.366, 0.561, -1.299, 0.256, -0.114, 0.357, 0.016, 0.365, 1.201, -0.608, 0.315, -0.429, -0.435, 0.114, 0.242, -1.315, 0.154, -0.491, 0.393, 0.505, 0.321, 0.083, 2.183, 0.262, 0.159, -0.453, 0.393, 3.300, 0.463, -0.447, 0.415, 0.403, -1.014, -2.252]}

=====

Record 2
{"formula": "C6H3CaNO4", "method": "ωB97M-V/def2-TZVPD", "max_force_ha_per_bohr": 0.18426, "gap_ev": 10.00, "molar_mass_g_mol": 193.17, "charge": 2, "e_lumo_ev": -10.037, "total_energy_ev": -34365.357, "de_lowest_kj_mol": 782.53, "elements": ["C", "H", "C", "C", "N", "O", "O", "O", "O", "C", "H", "C", "C", "H", "Ca"], "coordinates": [[0.53, 2.38, -1.31], [-1.13, -1.86, 3.31], [-0.96, -0.77, 3.22], [-0.57, -0.45, 1.91], [-0.23, -0.16, 0.82], [-2.06, 0.41, -2.83], [0.58, -2.57, -1.32], [0.52, 3.46, -1.33], [3.16, 0.47, -2.83], [0.58, -1.50, -1.33], [-0.18, -0.48, 3.94], [2.22, 0.46, -2.28], [-1.12, 0.43, -2.29], [-1.90, -0.25, 3.48], [0.56, 0.44, -1.17]], "mulliken_charge": [-0.078, 0.321, -0.870, 0.434, -0.686, 0.076, 0.067, 0.036, 0.050, -0.107, 0.323, -0.109, -0.341, 0.325, 2.560]}

=====

- What is the formula in the first record?
  C47H114N6O10